Molecular formula: C3H10NO
Method: DFT, ωB97M-V with the def2-TZVPD basis set

Calculated values
LUMO: -3.6 eV
E_HOMO: -15.315 eV
Total charge: +1
SMILES string: C[NH2+]COC
ΔE to the lowest compared entry with this formula, charge and spin: 41.8 kcal per mole

Last column: natural (NBO) charge in e.
Atoms and positions in Å:
C1 0.447 0.886 1.212  -0.45
N1 0.192 1.129 -0.222  -0.54
C2 0.600 -0.095 -1.103  0.08
O1 -0.519 -0.939 -1.295  -0.51
C3 -1.047 -1.526 -0.115  -0.27
H1 1.491 0.643 1.466  0.25
H2 0.168 1.912 1.749  0.25
H3 -0.268 0.088 1.539  0.25
H4 -0.783 1.403 -0.441  0.45
H5 0.759 1.921 -0.517  0.44
H6 1.450 -0.658 -0.539  0.21
H7 0.836 0.232 -2.168  0.25
H8 -1.785 -0.787 0.411  0.18
H9 -0.129 -1.688 0.476  0.17
H10 -1.411 -2.520 -0.453  0.25